Model 1:
2 unconnected molecules or ions with the total composition H3N2O2P. Source: OMol25; level of theory: ωB97M-V/def2-TZVPD.

Cartesian coordinates (Å):
1 P -0.72854 1.06421 0.42395
2 O -3.14596 0.37564 -0.11314
3 O -1.77336 -1.27340 0.23197
4 N -2.05956 -0.09504 0.12612
5 N 0.44246 0.02399 0.97093
6 H -0.41702 0.16322 -2.23793
7 H 1.29361 0.20195 0.47859
8 H 0.05620 -0.89225 1.12745

As for the frontier orbital gap (alpha / beta): 9.106 / 7.662 eV. As for the charge: 0. The value obtained for the HOMO energy (alpha / beta) is -10.682 / -8.657 eV.

Population analysis type Mulliken, resulting atomic charges in e: atom 1 (P): 0.086, atom 2 (O): -0.566, atom 3 (O): -0.603, atom 4 (N): 0.899, atom 5 (N): -0.441, atom 6 (H): 0.003, atom 7 (H): 0.277, atom 8 (H): 0.346

***

Model 2:
2 unconnected molecules or ions with the total composition H3N2O2P. Source: OMol25; level of theory: ωB97M-V/def2-TZVPD.

Cartesian coordinates (Å):
1 P 0.31859 -0.22005 -1.29754
2 O 3.70104 0.54187 -1.60680
3 O 2.99962 -0.35869 0.23302
4 N 2.87622 0.08382 -0.90318
5 N -0.35738 -0.46552 0.13297
6 H -0.15344 1.23048 -1.35218
7 H -0.12943 0.05068 0.94140
8 H -0.18974 -1.46536 0.19519

As for the frontier orbital gap (alpha / beta): 7.439 / 7.443 eV. As for the charge: 0. The value obtained for the HOMO energy (alpha / beta) is -8.487 / -8.490 eV.

Population analysis type Mulliken, resulting atomic charges in e: atom 1 (P): 0.209, atom 2 (O): -0.463, atom 3 (O): -0.464, atom 4 (N): 0.444, atom 5 (N): -0.404, atom 6 (H): 0.074, atom 7 (H): 0.307, atom 8 (H): 0.298

***

model 2 is preferred energetically. Next in line: 159.6 kJ/mol higher.

***

Model 1:
A gas-phase ion, C6H11N2 (charge +1). Source: OMol25; level of theory: ωB97M-V/def2-TZVPD.

Cartesian coordinates (Å):
1 N 0.38738 1.06120 -0.21097
2 N -1.12206 0.74843 -1.79513
3 C 0.75005 -0.28936 -0.56746
4 C -0.65095 0.00365 -0.46112
5 C 0.33467 -0.91219 1.97120
6 C -0.03315 1.75318 -1.35783
7 C -1.10308 -0.80660 1.59632
8 C 1.30111 -1.04574 0.70226
9 H -1.78054 -1.54179 1.15327
10 H 0.60219 -1.78812 2.64789
11 H 2.24793 -0.47136 0.93398
12 H -0.40723 2.70796 -1.08984
13 H -1.54162 0.12957 1.74045
14 H 0.75774 -0.01274 2.49691
15 H -0.92952 0.22044 -2.66584
16 H 1.09469 -0.56469 -1.53213
17 H -2.09841 0.98558 -1.94521
18 H 0.67278 1.93098 -2.13315
19 H 1.51802 -2.10840 0.51641

As for the frontier orbital gap: 9.073 eV. As for the charge: +1. The value obtained for the HOMO energy is -13.294 eV.

Population analysis type Mulliken, resulting atomic charges in e: atom 1 (N): -0.391, atom 2 (N): -0.140, atom 3 (C): 0.380, atom 4 (C): -0.445, atom 5 (C): -0.404, atom 6 (C): -0.466, atom 7 (C): -0.505, atom 8 (C): -0.938, atom 9 (H): 0.355, atom 10 (H): 0.375, atom 11 (H): 0.290, atom 12 (H): 0.317, atom 13 (H): 0.381, atom 14 (H): 0.284, atom 15 (H): 0.325, atom 16 (H): 0.479, atom 17 (H): 0.334, atom 18 (H): 0.356, atom 19 (H): 0.414

***

Model 2:
2 unconnected molecules or ions with the total composition C6H11N2. Source: OMol25; level of theory: ωB97M-V/def2-TZVPD.

Cartesian coordinates (Å):
1 N -2.89107 1.57695 0.54358
2 N -1.19319 0.32968 -0.25358
3 C 2.12242 -0.15227 -0.53501
4 C 3.49270 -0.78235 -0.37212
5 C -1.74648 1.04430 0.65640
6 C 0.29878 -1.89402 0.13539
7 C -4.12915 1.54442 0.40296
8 C 1.15613 -1.07627 -0.05805
9 H -0.25402 -2.68421 0.49173
10 H 4.26181 -0.46514 -1.17001
11 H -4.51075 2.52026 0.11586
12 H 3.30086 -1.85350 -0.49725
13 H -4.62239 0.72807 0.87528
14 H -1.54167 -0.12977 -1.05153
15 H -1.11914 1.23484 1.55943
16 H 1.87664 0.76890 0.09248
17 H -0.05719 0.11182 0.07694
18 H 3.82518 -0.69918 0.64574
19 H 1.73053 -0.12253 -1.65826

As for the frontier orbital gap: 9.607 eV. As for the charge: +1. The value obtained for the HOMO energy is -13.727 eV.

Population analysis type Mulliken, resulting atomic charges in e: atom 1 (N): -0.106, atom 2 (N): -0.306, atom 3 (C): 0.057, atom 4 (C): -1.186, atom 5 (C): 0.123, atom 6 (C): -0.140, atom 7 (C): -0.201, atom 8 (C): -0.516, atom 9 (H): 0.473, atom 10 (H): 0.301, atom 11 (H): 0.287, atom 12 (H): 0.348, atom 13 (H): 0.291, atom 14 (H): 0.244, atom 15 (H): 0.313, atom 16 (H): 0.426, atom 17 (H): 0.045, atom 18 (H): 0.327, atom 19 (H): 0.220

***

model 2 is preferred energetically. Next in line: 58.8 kJ/mol higher.

***

Model 1:
A molecular structure, C6H11N2. Source: OMol25; level of theory: ωB97M-V/def2-TZVPD.

Cartesian coordinates (Å):
1 N -1.01003 -2.38411 -0.39085
2 N 1.77601 1.99272 -1.40693
3 C -0.10877 -0.58596 0.59312
4 C -0.34486 1.81441 -0.20407
5 C -0.50015 -1.08063 -0.61173
6 C -0.89884 -2.64873 0.92497
7 C 0.20299 0.88533 0.84073
8 C -0.36592 -1.55530 1.56666
9 H -0.52766 2.79958 0.18568
10 H -0.09840 -1.33056 2.58971
11 H 2.54489 2.64641 -1.49977
12 H 0.70528 1.82580 -0.90708
13 H -1.11882 -3.64796 1.29428
14 H 1.68736 1.38574 -2.21559
15 H -0.54271 -0.74385 -1.61601
16 H -1.11995 1.43602 -0.86995
17 H -1.35848 -3.04345 -1.09195
18 H -0.21799 1.27613 1.82045
19 H 1.29604 0.95841 0.99836

As for the frontier orbital gap: 4.117 eV. As for the charge: +1. The value obtained for the HOMO energy is -12.081 eV.

Population analysis type Mulliken, resulting atomic charges in e: atom 1 (N): -0.006, atom 2 (N): -0.492, atom 3 (C): 0.930, atom 4 (C): -0.476, atom 5 (C): -0.861, atom 6 (C): -0.552, atom 7 (C): -0.351, atom 8 (C): -0.865, atom 9 (H): 0.374, atom 10 (H): 0.404, atom 11 (H): 0.231, atom 12 (H): 0.146, atom 13 (H): 0.406, atom 14 (H): 0.283, atom 15 (H): 0.366, atom 16 (H): 0.432, atom 17 (H): 0.231, atom 18 (H): 0.374, atom 19 (H): 0.428

***

Model 2:
A gas-phase ion, C6H11N2 (charge +1). Source: OMol25; level of theory: ωB97M-V/def2-TZVPD.

Cartesian coordinates (Å):
1 N -1.40062 1.50715 -0.14083
2 N 1.24855 1.27279 -0.11355
3 C -0.31697 -0.62101 0.60962
4 C -1.56337 0.24994 0.02923
5 C -2.77800 -0.47812 -0.33178
6 C 3.15048 -0.45935 -0.50979
7 C 0.88259 0.23420 0.91506
8 C 2.00338 0.27153 -0.02409
9 H -3.00267 -1.26605 0.38404
10 H -0.67548 -1.13772 1.49778
11 H 3.42886 -0.13383 -1.51040
12 H -3.63723 0.17742 -0.45748
13 H 2.95384 -1.53111 -0.49314
14 H -2.14421 2.09732 -0.50358
15 H 3.99272 -0.27552 0.16047
16 H -0.46106 1.91871 -0.00968
17 H 1.02942 0.51489 1.95040
18 H -0.11481 -1.36852 -0.15820
19 H -2.59541 -0.97273 -1.29408

As for the frontier orbital gap: 10.053 eV. As for the charge: +1. As for the SMILES: CC(=[NH2+])C[C@@H]1N=C1C. The value obtained for the HOMO energy is -13.955 eV.

Population analysis type Mulliken, resulting atomic charges in e: atom 1 (N): -0.167, atom 2 (N): -0.616, atom 3 (C): -0.876, atom 4 (C): 0.767, atom 5 (C): -1.279, atom 6 (C): -1.063, atom 7 (C): -0.026, atom 8 (C): 0.329, atom 9 (H): 0.335, atom 10 (H): 0.493, atom 11 (H): 0.348, atom 12 (H): 0.421, atom 13 (H): 0.301, atom 14 (H): 0.275, atom 15 (H): 0.315, atom 16 (H): 0.318, atom 17 (H): 0.412, atom 18 (H): 0.388, atom 19 (H): 0.328

***

Model 3:
A gas-phase ion, C6H11N2 (charge +1). Source: OMol25; level of theory: ωB97M-V/def2-TZVPD.

Cartesian coordinates (Å):
1 N -1.18020 0.85141 -0.32761
2 N -2.56838 -0.39162 1.06110
3 C 1.78421 -0.96971 0.94144
4 C 0.26531 -1.47445 -1.03047
5 C 0.74101 -0.67096 -0.10518
6 C 0.08314 0.60438 -0.14420
7 C 1.02763 1.78566 -0.06968
8 C -2.33775 0.08357 -0.08533
9 H 0.64375 2.58418 -0.74774
10 H -3.02798 0.19307 -0.90948
11 H -0.56550 -1.42135 -1.70264
12 H 1.90550 -2.09106 1.04146
13 H 1.47397 -0.63176 1.83742
14 H 2.70211 -0.57021 0.58716
15 H 0.77504 -2.31973 -1.33230
16 H -3.41375 -0.89447 1.23464
17 H 0.97854 2.00553 0.90612
18 H 2.01016 1.42868 -0.45607
19 H -1.29680 1.89882 -0.69866

As for the frontier orbital gap: 9.739 eV. As for the charge: +1. As for the SMILES: [H]/N=C/[NH+]=C(/C)C(=C)C. The value obtained for the HOMO energy is -14.452 eV.

Population analysis type Mulliken, resulting atomic charges in e: atom 1 (N): -0.155, atom 2 (N): -0.483, atom 3 (C): -1.375, atom 4 (C): -0.975, atom 5 (C): 0.604, atom 6 (C): 0.823, atom 7 (C): -1.439, atom 8 (C): -0.151, atom 9 (H): 0.526, atom 10 (H): 0.438, atom 11 (H): 0.315, atom 12 (H): 0.386, atom 13 (H): 0.408, atom 14 (H): 0.389, atom 15 (H): 0.342, atom 16 (H): 0.284, atom 17 (H): 0.386, atom 18 (H): 0.325, atom 19 (H): 0.352

***

model 2 is preferred energetically. Next in line: 106.9 kJ/mol higher.